1.
Formula: C5H2N2O
Source: OMol25
Level of theory: ωB97M-V/def2-TZVPD

Structure (ORCA input):
```
! wB97M-V def2-TZVPD RIJCOSX def2/J DEFGRID3
* xyz 0 1
N -3.2949 0.6044 -0.2479
C -1.9935 0.6465 0.0383
C -0.5388 0.4116 0.3781
C -0.2833 -0.8925 0.1722
C 1.3564 -0.9430 -0.1565
N 1.8031 0.2594 -0.1171
C 0.7996 1.2026 0.0985
O 1.0803 2.3350 -0.0370
H -0.8043 -1.7468 0.3441
H 1.8755 -1.8773 -0.4726
*
```

## Properties
- ΔE to the lowest compared entry with this formula, charge and spin (kcal/mol) = 55.4
- HOMO (eV) = -10.514
- LUMO level (Ha) = -0.073
- Kohn-Sham gap (eV) = 8.53
- total energy (eV) = -10240.3330

Electronic structure analysis, Löwdin charges in units of e: number 1, N, carries 0.10; number 2, C, carries -0.09; number 3, C, carries -0.12; number 4, C, carries 0.07; number 5, C, carries 0.01; number 6, N, carries 0.10; number 7, C, carries -0.43; number 8, O, carries 0.18; number 9, H, carries 0.08; number 10, H, carries 0.12

---

2.
Formula: C5H2O
Source: OMol25
Level of theory: ωB97M-V/def2-TZVPD

Structure (ORCA input):
```
! wB97M-V def2-TZVPD RIJCOSX def2/J DEFGRID3
* xyz 0 1
C 2.8683 -0.3134 -0.1765
C 1.7149 -0.0292 0.0293
C 0.3629 0.1966 0.1786
C -0.8429 0.2909 0.2196
C -2.2880 0.1941 0.0937
O -2.7896 -0.6333 -0.6322
H 3.8729 -0.6039 -0.3948
H -2.8986 0.8982 0.6823
*
```

## Properties
- ΔE to the lowest compared entry with this formula, charge and spin (kcal/mol) = 1.7
- HOMO (eV) = -10.137
- LUMO level (Ha) = -0.021
- Kohn-Sham gap (eV) = 9.57
- total energy (eV) = -7260.4330

Electronic structure analysis, Löwdin charges in units of e: number 1, C, carries 0.15; number 2, C, carries -0.13; number 3, C, carries -0.03; number 4, C, carries 0.06; number 5, C, carries -0.27; number 6, O, carries 0.07; number 7, H, carries 0.04; number 8, H, carries 0.12

---

3.
Formula: C5H30N2O10
Source: OMol25
Level of theory: ωB97M-V/def2-TZVPD

Structure (ORCA input):
```
! wB97M-V def2-TZVPD RIJCOSX def2/J DEFGRID3
* xyz 0 1
N -2.2962 -0.7112 -2.1671
C -1.8212 0.0777 -3.3816
C -0.3721 0.5122 -3.3382
N 0.0983 1.1225 -2.1277
C 1.3867 1.8999 -2.1681
C 2.1522 1.8893 -0.8822
C 3.3419 0.9545 -0.7462
O 3.1774 -0.1447 -0.2926
H -1.5540 -1.4771 -2.0010
H -2.3610 -0.1966 -1.3481
H -2.0318 -0.7136 -4.1795
H -2.5866 0.9608 -3.4909
H 0.4966 -0.1875 -3.5611
H -0.0711 1.0564 -4.3470
H 0.2502 0.3411 -1.3899
H 1.1365 3.0304 -2.3803
H 2.0976 1.6747 -2.9809
H 2.6187 2.9640 -0.8226
H 1.5010 1.6192 -0.0330
H 4.3097 1.4008 -0.7718
O 0.9417 -1.7656 -0.8500
H 1.8444 -1.5894 -0.8991
H 0.5864 -2.5827 -1.2777
O 0.2963 -3.9314 0.1320
H 0.8920 -4.6163 0.1438
H 0.3279 -3.6396 0.9799
O -1.1796 -0.9022 3.3628
H -1.3705 -0.0520 3.7556
H -1.7907 -1.0502 2.6352
O -1.5158 1.7044 0.2066
H -0.8665 1.9609 -0.4028
H -1.4524 0.6878 0.4581
O 0.3134 -2.9812 2.7678
H 0.9539 -2.2949 3.0460
H -0.2295 -2.9775 3.5029
O -0.3285 2.8459 2.3057
H 0.3419 2.1400 2.2949
H -1.1264 2.6005 1.6563
O -1.2307 -0.8810 0.5715
H -1.9483 -1.4327 0.4552
H -0.3699 -1.3512 0.2002
O 0.9486 -0.1654 2.3053
H 1.3503 -0.5633 1.4047
H 0.1012 -0.7152 2.2994
O -1.5810 1.7273 4.1568
H -2.4182 1.4242 3.7723
H -0.9631 2.3281 3.4265
*
```

## Properties
- ΔE to the lowest compared entry with this formula, charge and spin (kcal/mol) = 125.6
- HOMO (eV) = -9.144
- LUMO level (Ha) = 0.003
- Kohn-Sham gap (eV) = 9.24
- total energy (eV) = -29123.8261

Electronic structure analysis, Löwdin charges in units of e: number 1, N, carries -0.01; number 2, C, carries -0.24; number 3, C, carries -0.29; number 4, N, carries -0.10; number 5, C, carries -0.23; number 6, C, carries -0.15; number 7, C, carries -0.22; number 8, O, carries 0.05; number 9, H, carries 0.08; number 10, H, carries -0.02; number 11, H, carries 0.12; number 12, H, carries 0.14; number 13, H, carries 0.11; number 14, H, carries 0.14; number 15, H, carries 0.11; number 16, H, carries 0.14; number 17, H, carries 0.11; number 18, H, carries 0.15; number 19, H, carries 0.11; number 20, H, carries 0.11; number 21, O, carries -0.06; number 22, H, carries 0.00; number 23, H, carries 0.09; number 24, O, carries 0.02; number 25, H, carries 0.02; number 26, H, carries -0.05; number 27, O, carries -0.06; number 28, H, carries 0.00; number 29, H, carries 0.04; number 30, O, carries -0.09; number 31, H, carries -0.02; number 32, H, carries 0.05; number 33, O, carries -0.03; number 34, H, carries 0.06; number 35, H, carries 0.01; number 36, O, carries -0.07; number 37, H, carries 0.04; number 38, H, carries 0.10; number 39, O, carries -0.08; number 40, H, carries 0.04; number 41, H, carries 0.08; number 42, O, carries -0.14; number 43, H, carries 0.08; number 44, H, carries -0.02; number 45, O, carries -0.18; number 46, H, carries 0.02; number 47, H, carries 0.03

---

4.
Formula: C5H30N2O8
Source: OMol25
Level of theory: ωB97M-V/def2-TZVPD

Structure (ORCA input):
```
! wB97M-V def2-TZVPD RIJCOSX def2/J DEFGRID3
* xyz 0 1
C 1.7216 1.5688 -2.3020
N 1.2150 0.4629 -1.6144
C -0.2877 0.5710 -1.4940
C -0.8232 1.7153 -0.6459
N -1.9728 1.1691 0.1027
C -2.1800 1.9184 1.3862
C -3.1676 1.3089 -0.8518
H 2.6149 1.9841 -1.8397
H 2.0368 1.3036 -3.2479
H 0.8852 2.3882 -2.2610
H 1.5967 0.2429 -0.6184
H -0.6494 0.6146 -2.4951
H -0.7761 -0.4517 -1.0445
H -1.0139 2.5888 -1.3391
H -0.1026 1.8989 0.1237
H -1.1203 1.9964 1.8069
H -2.7690 1.1434 1.9864
H -2.5326 2.8869 1.3258
H -3.5342 0.2703 -1.0936
H -4.1299 1.5097 -0.3132
H -3.0462 2.0047 -1.7805
O 1.8387 2.0750 1.6641
H 1.9762 2.1425 0.7253
H 1.0813 1.4742 1.7949
O 2.6092 -1.3013 1.2234
H 3.4738 -1.5664 1.2059
H 2.0467 -1.7711 1.9454
O -2.6285 -1.6996 1.5179
H -2.2688 -2.2142 0.8151
H -2.3093 -2.1796 2.3638
O -0.7949 -0.0293 3.5112
H -0.5778 0.8907 3.8278
H -1.2152 -0.0020 2.6677
O 2.3088 -1.9550 -2.3057
H 2.8969 -2.3985 -2.6023
H 2.0225 -1.0057 -2.3281
O 1.7990 -1.1119 3.7719
H 1.1804 -1.0702 2.9609
H 1.0674 -0.7198 4.3398
O 0.6503 -3.2210 -0.5178
H 1.0518 -3.8146 0.0542
H 1.3170 -2.4764 -0.6054
O -0.1582 -2.2367 -3.5070
H -0.1376 -2.6060 -2.6208
H 0.8053 -2.2980 -3.6929
*
```

## Properties
- ΔE to the lowest compared entry with this formula, charge and spin (kcal/mol) = 161.5
- HOMO (eV) = -8.981
- LUMO level (Ha) = 0.007
- Kohn-Sham gap (eV) = 9.18
- total energy (eV) = -25027.1160

Electronic structure analysis, Löwdin charges in units of e: number 1, C, carries -0.14; number 2, N, carries -0.16; number 3, C, carries -0.20; number 4, C, carries -0.25; number 5, N, carries -0.25; number 6, C, carries -0.08; number 7, C, carries -0.09; number 8, H, carries 0.09; number 9, H, carries 0.05; number 10, H, carries 0.11; number 11, H, carries 0.13; number 12, H, carries 0.09; number 13, H, carries 0.16; number 14, H, carries 0.12; number 15, H, carries 0.07; number 16, H, carries 0.07; number 17, H, carries 0.10; number 18, H, carries 0.05; number 19, H, carries 0.08; number 20, H, carries 0.08; number 21, H, carries 0.11; number 22, O, carries -0.05; number 23, H, carries 0.00; number 24, H, carries 0.01; number 25, O, carries -0.05; number 26, H, carries 0.00; number 27, H, carries 0.07; number 28, O, carries -0.07; number 29, H, carries 0.01; number 30, H, carries 0.09; number 31, O, carries -0.06; number 32, H, carries 0.09; number 33, H, carries -0.03; number 34, O, carries 0.03; number 35, H, carries -0.12; number 36, H, carries 0.05; number 37, O, carries -0.12; number 38, H, carries 0.03; number 39, H, carries 0.05; number 40, O, carries -0.06; number 41, H, carries -0.01; number 42, H, carries 0.03; number 43, O, carries -0.08; number 44, H, carries -0.01; number 45, H, carries 0.03

---

Question: Among the records above, which one has the highest ΔE to the lowest compared entry with this formula, charge and spin?
Answer: C5H30N2O8

---

Question: Look up the Kohn-Sham gap of the third one.
Answer: 9.24 eV